Record 1
# C4H6N2

C4H6N2 in the gas phase at a distorted geometry (wB97M-V/def2-TZVPD, the Open Molecules 2025 dataset).

XYZ file:
```
12
Properties=species:S:1:pos:R:3:forces:R:3
N -2.22625 0.83259 -1.50397 -0.57 0.12 -0.64
H -0.23790 -1.97406 0.15254 2.48 -3.50 -2.78
H -0.10347 -1.06693 1.69099 -0.41 -1.09 -0.76
H 0.90286 1.34913 -1.21459 0.52 1.20 -1.46
N 2.08161 0.25749 0.10994 1.13 -0.02 -0.22
H 2.91856 0.67071 -0.33431 -0.47 -0.22 0.28
H -0.48721 1.03585 0.90601 -0.01 -1.16 -0.45
C -0.52914 -1.19295 0.66673 -3.04 4.99 3.78
C -1.35667 0.54458 -0.82219 -1.10 0.49 -1.12
C -0.34301 0.24544 0.09854 1.58 -0.02 1.53
C 1.03509 0.65768 -0.43950 -1.35 -1.14 1.21
H -1.65447 -1.35953 0.68981 1.24 0.36 0.63
```
Positions in Å, forces in eV/Å.

- HOMO level (eV) = -10.6183
- strongest force on any atom (eV/Å) = 6.96
- SMILES = [H]/N=C/[C@H](C)C#N

=====

Record 2
# C34H37N4O2SSr

A molecular structure, C34H37N4O2SSr (wB97M-V/def2-TZVPD, the Open Molecules 2025 dataset).

XYZ file:
```
79
Properties=species:S:1:pos:R:3:forces:R:3
C -4.36777 -1.23600 -4.06493 -0.03 0.01 0.02
N 2.62350 -0.74009 4.17698 -0.01 0.00 -0.01
C -4.29193 3.18815 -3.42924 0.01 0.00 0.01
C -3.29322 -2.25508 -3.73308 0.00 0.01 -0.01
C 2.43831 -0.84513 0.56623 0.02 -0.07 -0.06
C 5.62517 -1.63858 7.11382 -0.01 0.00 -0.01
O -3.51928 0.32923 -2.49342 -0.16 0.02 -0.16
C 0.59479 -0.39178 2.73644 -0.11 -0.04 0.04
H 3.59270 -1.49202 6.47060 0.00 0.00 0.00
H -1.64704 -0.83610 -3.62757 0.02 0.01 -0.02
C 9.24635 -1.74220 7.38761 0.00 0.00 0.01
C 3.87687 -1.00231 3.87806 -0.01 0.00 -0.01
H -5.26800 -2.50747 -5.52488 -0.01 0.00 0.00
C 7.30378 -1.32397 5.40738 -0.01 0.00 -0.01
C 2.84458 -0.87062 1.92947 0.01 0.00 0.02
H 9.52788 -0.75889 7.00477 0.00 0.00 0.00
H 0.98983 -0.74964 -2.95864 0.03 -0.01 -0.01
C 1.97843 -0.65751 2.97485 0.06 -0.01 0.02
H 4.34319 -1.27094 -0.36010 0.01 0.00 -0.02
C 3.29243 -1.07047 -0.52683 -0.06 0.02 0.05
N 4.06466 -1.08918 2.52125 -0.01 0.00 0.02
H -4.31579 -3.13789 -2.03386 0.00 -0.01 -0.01
H 1.36300 4.12612 -3.20074 0.00 0.00 -0.01
C 0.14202 -0.35449 1.40854 0.07 0.07 0.03
C -5.51177 2.31144 -3.13146 -0.01 0.00 -0.02
C -3.33178 -2.74050 -2.28284 0.00 0.00 0.01
C -5.42153 0.94307 -3.78039 0.00 -0.01 -0.01
H -1.77609 4.56487 -2.61150 -0.01 -0.01 0.00
H -7.11295 1.30968 -5.02850 0.00 0.00 0.00
O 7.86622 -1.78578 7.71876 -0.01 0.00 0.00
C 1.42524 -0.77355 -1.96431 0.00 0.07 -0.09
H -2.59402 -3.52921 -2.11990 0.00 0.00 0.01
C 0.80229 3.20939 -3.03034 -0.01 0.00 0.01
S -0.05568 3.31898 -1.44538 -0.06 -0.07 0.00
C -1.12021 4.74267 -1.76222 0.04 0.01 0.00
C -4.42303 0.01689 -3.42472 0.00 -0.01 0.00
C -1.64172 0.05320 3.46239 0.09 -0.07 -0.02
H 3.41035 -1.22473 -2.66262 0.00 0.00 0.00
H 6.58029 -0.90209 3.45702 -0.01 0.00 0.00
H -5.93746 3.24680 -1.21857 0.00 0.00 0.00
H -4.41702 4.18113 -2.98988 0.00 0.00 -0.01
H 1.50311 2.37803 -2.97217 -0.01 0.00 0.00
N -1.15604 -0.10083 1.11720 0.01 -0.02 -0.05
C -5.80045 2.24437 -1.63048 0.02 -0.01 0.01
H -3.13461 -1.92917 -1.57807 0.00 0.00 0.00
C 6.96976 -1.58230 6.73374 0.01 0.00 0.02
H -3.03963 0.25694 1.83685 0.00 0.00 0.02
H -6.70627 1.67001 -1.43496 0.00 0.00 0.00
H -3.38459 2.73645 -3.01865 0.00 0.01 0.00
H 0.02867 -0.20537 4.79635 -0.02 0.00 0.01
H -0.49730 5.61699 -1.93941 -0.02 0.01 -0.01
H -4.14629 3.30516 -4.50395 0.00 0.00 0.00
C -6.34429 0.59355 -4.75880 0.00 0.01 0.01
H 5.39045 -1.83868 8.15024 0.00 0.00 0.00
C -2.00511 0.07611 2.11260 -0.12 0.10 0.03
C 4.63363 -1.44670 6.18170 0.01 0.00 -0.01
N 0.60305 -0.53445 -0.95890 -0.05 -0.02 0.00
H -4.98091 1.75642 -1.09963 0.00 0.00 0.00
C 4.95526 -1.19495 4.84365 0.00 0.00 0.00
H -2.39007 0.21356 4.22478 0.00 0.00 0.00
H -3.50213 -3.13018 -4.35529 0.00 0.00 0.00
H 0.10144 3.04604 -3.84737 0.01 0.01 -0.01
C -1.89546 -1.77479 -4.13502 0.00 0.00 0.02
H 8.33447 -1.26111 5.09287 0.00 0.00 0.00
H -1.13380 -2.51821 -3.88737 -0.01 -0.01 0.00
C 1.07572 -0.58472 0.30609 0.02 0.09 0.03
H 9.78032 -1.93522 8.31256 0.00 0.00 0.00
C -6.30410 -0.63889 -5.39059 0.00 0.00 0.00
H -1.84683 -1.57058 -5.20476 0.01 0.00 0.00
C -5.31364 -1.53979 -5.03689 0.02 -0.02 0.00
C 2.78604 -1.04218 -1.79998 -0.01 -0.04 0.04
H -1.71757 4.91172 -0.86869 -0.01 0.00 -0.01
C -0.32731 -0.17763 3.77499 0.03 0.00 -0.07
C 6.29288 -1.13115 4.47692 0.02 -0.01 0.01
H -6.36860 2.80951 -3.59494 0.00 0.00 0.01
H -7.03290 -0.89278 -6.14822 0.00 0.00 0.00
Sr -1.73565 0.66462 -1.33220 0.25 -0.03 0.23
H 9.49943 -2.51157 6.65497 0.00 0.00 0.00
H 4.92367 -1.35359 2.07254 0.00 0.00 0.00
```
Positions in Å, forces in eV/Å.

- HOMO level (eV) = -9.3430
- strongest force on any atom (eV/Å) = 0.34
- total charge = +1

=====

Record 3
# C5H15N2S

A gas-phase ion, C5H15N2S (charge +1) at a distorted geometry (wB97M-V/def2-TZVPD, the Open Molecules 2025 dataset).

XYZ file:
```
23
Properties=species:S:1:pos:R:3:forces:R:3
S 1.51383 0.35239 2.72135 -2.18 -1.11 -0.45
H -0.09031 0.37423 -2.67737 -0.32 -0.40 0.64
H 1.46269 2.65965 -0.22836 1.43 1.20 1.28
H -1.61019 -1.87651 -0.52772 -0.44 0.18 -0.11
H -0.27739 2.61086 -0.56538 0.55 0.10 0.47
C 0.46339 0.79082 0.21046 0.12 -5.40 -3.39
H 0.88662 1.95864 -1.62726 0.05 -0.60 0.78
N -0.63166 -0.11583 -0.51254 1.55 0.81 -1.27
C 0.68380 2.05187 -0.53371 -2.18 0.14 -2.43
H 2.03987 1.52253 2.66920 0.78 1.49 0.00
H -1.78669 -3.23196 -1.58193 -0.42 0.75 0.80
H -3.01851 -2.11360 -1.58863 1.18 0.32 0.38
N -1.98786 -2.21736 -1.44354 0.71 -1.61 -0.80
H -1.43010 0.48351 -0.51974 -1.04 0.44 -0.53
C -0.14812 -0.44386 -1.92741 -2.41 -0.30 0.96
C -1.11030 -1.56548 -2.50451 -0.89 2.32 0.14
H -0.20744 1.92345 1.89384 0.46 -0.48 -0.23
H -1.80115 -1.02799 -3.13168 -0.33 0.07 -0.36
C 0.02293 0.87201 1.61092 1.32 1.37 2.62
H 0.82421 -0.82156 -1.80579 1.35 -0.58 0.15
H -0.90939 0.38941 1.92015 0.56 -0.72 -0.38
H 1.25499 -0.06998 -0.08432 -0.58 2.62 1.85
H -0.69209 -2.31884 -3.12840 0.73 -0.59 -0.12
```
Positions in Å, forces in eV/Å.

- HOMO level (eV) = -11.8522
- strongest force on any atom (eV/Å) = 6.37
- SMILES = C[C@@H](CS)NCC[NH3+]
- total charge = +1

=====

Record 4
# C34H29BrF6NO4PS

3 unconnected molecules or ions with the total composition C34H29BrF6NO4PS at a distorted geometry (wB97M-V/def2-TZVPD, the Open Molecules 2025 dataset).

XYZ file:
```
77
Properties=species:S:1:pos:R:3:forces:R:3
H 3.93775 -2.97589 -0.50340 -0.45 1.56 -1.69
H 10.55356 -2.57284 0.84616 -0.20 0.07 0.00
C 7.15560 -2.50851 0.71286 -0.09 0.04 -0.02
H 2.45356 0.04870 4.62616 -0.20 0.07 0.00
C -6.89579 -3.92899 -3.74925 -2.09 0.25 1.38
C -1.13493 1.47684 4.68533 1.33 -0.59 0.01
C -2.40663 2.38813 0.86811 3.09 -2.53 -3.64
C -0.53737 1.03521 -1.66875 -1.91 0.85 2.92
Br -3.25108 -3.52422 -3.97824 -1.64 1.02 1.63
H -4.36605 2.38849 2.92484 1.14 -0.20 -0.64
H 0.15354 1.14599 -3.84049 0.25 -1.51 2.02
C -4.48934 -2.67399 -2.64116 -1.88 1.45 2.73
C 2.00057 0.53181 -2.65171 0.97 0.33 -0.47
H 2.45650 1.35080 -3.39090 -1.10 -1.72 1.55
C -2.68182 0.87838 0.26686 1.58 0.92 -0.89
P -3.37958 3.22362 2.28790 0.22 0.93 0.03
O 0.87409 3.37048 -1.63273 -3.54 -1.95 0.03
C 2.79713 -0.86824 -2.99531 0.32 0.50 0.14
C -0.25256 2.56043 -1.06282 -2.21 -1.41 1.13
F -8.37113 -3.63372 -3.61069 4.22 -0.87 -0.23
C 3.98509 -2.15356 -1.33518 0.60 0.31 0.31
H 0.05213 -0.64288 -3.22509 0.47 2.14 1.06
F 5.72060 -0.64921 0.92547 -0.18 0.17 0.13
H 0.69353 4.11135 2.50775 -2.13 1.77 -0.63
C 9.34162 -0.80316 1.06179 -0.29 -0.38 -0.08
H 7.87082 0.77410 1.22247 -0.03 -0.12 0.00
H -0.22918 3.39564 5.00247 -0.03 -0.05 0.01
F -6.76720 -5.37610 -3.33535 -0.17 4.35 -1.71
H 4.69356 -2.55846 -2.19078 -1.49 0.82 1.60
H 0.51053 -1.46568 4.30709 -0.07 0.20 0.04
H -8.18475 -2.35483 -1.40048 2.85 0.15 -0.54
H 4.48414 -1.19966 -0.83282 -1.10 -1.99 -1.24
H -6.99306 -0.76194 0.52569 1.49 -1.22 -2.08
C -1.77506 0.17905 -0.95189 0.26 3.05 0.96
H 0.08706 5.27041 -0.02635 -1.63 -1.39 0.93
O -1.19795 -2.27470 -1.61742 -6.22 5.46 1.11
C 9.54259 -2.17130 0.86284 -0.03 0.06 0.01
H 2.28675 0.90571 -1.56682 -0.76 -1.02 -2.20
C 0.35145 -0.40183 4.46587 0.03 0.43 0.07
C -2.16829 -1.38391 -1.39956 3.55 -2.61 -0.60
C -3.92541 -0.06134 0.86676 -0.99 -0.10 3.73
H -5.65553 -4.41627 -5.64062 -1.99 1.98 0.66
C 1.44259 0.45024 4.64284 -0.02 0.07 0.00
H 8.61053 -4.08722 0.52709 -0.07 0.20 0.04
C -4.71073 -0.97858 -0.28951 -1.56 -2.39 -2.83
C -0.94440 0.11303 4.49286 -0.12 0.02 -0.04
C -1.16061 3.24435 0.15355 0.12 -2.42 -1.30
H -2.41140 3.57022 3.32942 -0.65 -0.75 -1.27
H 3.97138 -0.69684 -3.11370 -2.61 0.09 0.06
F -7.68276 -4.05190 -6.23324 3.27 1.67 2.98
C 0.36629 0.43993 -2.90173 -0.07 0.96 -0.30
C 8.04591 -0.28693 1.07755 -0.06 0.04 0.00
N -0.82930 5.68112 3.07908 2.80 -3.37 -3.51
H -1.80430 -0.53627 4.36591 0.04 0.10 -0.02
H 2.41263 -1.34074 -4.01501 0.60 0.87 2.19
O 2.62835 -1.79824 -1.86730 2.37 0.09 -0.61
H -1.58870 6.19888 2.58007 0.65 -0.69 0.30
C -0.19926 4.83769 2.19452 -3.08 2.46 1.11
H -1.72422 5.46942 0.47081 1.82 -1.42 0.72
H 0.62760 3.47813 -2.59838 0.46 -0.19 1.49
H 6.29570 -3.15781 0.58591 0.06 0.09 0.01
C -3.79751 -1.70810 -1.48597 -2.62 -0.01 0.50
H 10.19302 -0.14207 1.20328 -0.19 -0.09 -0.03
C 8.45145 -3.02336 0.68587 0.05 0.42 0.07
C -6.10278 -2.96342 -2.68758 1.05 2.53 3.48
F -6.07081 -2.27075 -5.59551 -1.96 -4.19 0.98
O -4.28744 -0.10306 2.15192 2.11 0.43 -7.95
C -6.53465 -3.67126 -5.32811 0.62 -0.95 -1.87
C -7.01222 -2.22248 -1.49682 3.60 0.80 0.49
C 6.96507 -1.14470 0.90533 1.12 -0.44 0.00
C -0.76888 4.80079 0.62296 0.45 -0.86 0.21
C 1.24162 1.81838 4.84179 -0.26 -0.41 -0.11
H 2.09302 2.47947 4.98328 -0.18 -0.08 -0.02
F -2.37940 1.97233 4.70547 -0.32 -0.17 0.39
C -6.32691 -1.25168 -0.31994 2.61 -1.62 -2.41
C -0.05409 2.33461 4.85755 -0.12 0.10 0.01
S -4.29425 4.87293 1.75719 0.14 -0.12 -0.30
```
Positions in Å, forces in eV/Å.

- HOMO level (eV) = -8.6332
- strongest force on any atom (eV/Å) = 8.35
- SMILES = [H]/N=C\Cc1c(O)c(CCCOC)c2c(c1[PH2]=S)C(=O)c1ccc(C(F)(F)C(F)F)c(Br)c1C2=O.Fc1ccccc1.Fc1ccccc1

=====

Per-record LUMO, hartree: 0.026, -0.118, -0.130, -0.080
Per-record HOMO-LUMO gap, eV: 11.31, 6.12, 8.33, 6.46